*i*
Computed, not measured: the ion C3H10N3 with charge +1, with ωB97M-V/def2-TZVPD.

Summary:
Highest occupied orbital energy, hartree: -0.499
Net charge: +1
SMILES string: N[C@H]1CCN1[NH3+]
Orbital gap, eV: 9.89

Atoms and positions in Å:
N: 1.74075 -1.09558 -0.02536
C: 0.79390 -0.22088 0.32078
C: 0.86674 1.30309 0.02499
C: -0.60813 1.20715 -0.47496
N: -0.49617 -0.27938 -0.49992
N: -1.60814 -0.96537 0.02646
H: 2.13073 -1.60556 0.82581
H: 2.15836 -1.35357 -0.85751
H: 0.46562 -0.42090 1.33861
H: 1.50440 1.37103 -0.75231
H: 1.03910 2.04903 0.74660
H: -1.31104 1.64960 0.41534
H: -0.91884 1.58917 -1.53564
H: -1.85018 -0.38036 0.85089
H: -1.39363 -1.90266 0.22577
H: -2.51347 -0.94482 -0.62956

=====

*ii*
Computed, not measured: the ion C3H10N3 with charge +1, with ωB97M-V/def2-TZVPD.

Summary:
Highest occupied orbital energy, hartree: -0.523
Net charge: +1
SMILES string: NN1CC[NH2+]C1
Orbital gap, eV: 10.72

Atoms and positions in Å:
N: -1.88273 -0.13770 -0.57405
N: -1.04001 0.07108 0.48417
C: -0.22315 1.21278 0.39164
C: 1.25770 0.59431 -0.27888
N: 0.99289 -0.85036 -0.25130
C: -0.15690 -0.99259 0.73603
H: -1.41376 0.06859 -1.47181
H: -2.78925 0.26935 -0.48851
H: -0.13664 1.51838 1.39438
H: -0.50306 1.95842 -0.38789
H: 1.65190 0.95727 -1.23680
H: 1.97339 0.75146 0.43115
H: 0.65231 -1.04530 -1.18761
H: 1.91461 -1.23842 -0.32008
H: 0.35793 -0.85439 1.62745
H: -0.62793 -1.97028 0.63606

=====

*iii*
Computed, not measured: the ion C3H10N3 with charge +1, with ωB97M-V/def2-TZVPD.

Summary:
Highest occupied orbital energy, hartree: -0.514
Net charge: +1
SMILES string: N[C@@H]1C[C@]1(N)[NH3+]
Orbital gap, eV: 10.75

Atoms and positions in Å:
N: -1.74103 -0.19033 0.37712
C: -0.65102 0.71841 0.39798
C: -0.05446 1.11066 -0.85976
C: 0.67980 0.04611 -0.04080
N: 1.95976 0.21495 0.54923
N: 0.36547 -1.50151 -0.32073
H: -2.64124 0.24449 0.23142
H: -1.77378 -0.51915 1.31736
H: -0.67820 1.45269 1.29104
H: -0.56305 0.73399 -1.79535
H: 0.45623 2.12328 -0.78654
H: 1.98135 0.00103 1.56614
H: 2.44652 0.90754 -0.01872
H: 0.83319 -1.82301 0.50780
H: 0.72508 -2.05309 -1.10597
H: -0.59581 -1.71306 -0.30110

=====

Going by the computed energies, the most stable comes first: *iii*, *ii*, *i*.

=====

*i*
Computed, not measured: the ion C5H11NO with charge +1, with ωB97M-V/def2-TZVPD.

Summary:
Highest occupied orbital energy (spin up / spin down), hartree: -0.582 / -0.578
Net charge: +1
Spin multiplicity: 2
⟨S²⟩: 0.770
Orbital gap (spin up / spin down), eV: 11.85 / 7.26

Atoms and positions in Å:
C: -0.27029 1.41669 0.56027
N: -0.10964 0.26282 -0.24365
C: -1.42507 -0.23580 -0.72677
C: -1.14796 -1.05806 -2.08799
C: 1.15188 -0.41845 -0.06764
C: 1.26567 -1.15335 1.37892
O: 0.59803 1.71893 1.41494
H: -1.07898 2.18950 0.41338
H: -1.83008 -0.83415 0.02554
H: -2.08591 0.59593 -0.89269
H: -1.93104 -1.01114 -2.86485
H: -0.35695 -0.69100 -2.73069
H: -1.15690 -2.24003 -1.91090
H: 2.07020 0.21030 -0.01980
H: 1.13881 -1.21969 -0.86541
H: 0.85726 -2.11680 0.90729
H: 0.73029 -0.64279 2.12411
H: 2.18113 -1.13747 1.85927

=====

*ii*
Computed, not measured: a cluster of 2 separate species, C5H11NO in total, with ωB97M-V/def2-TZVPD.

Summary:
Highest occupied orbital energy (spin up / spin down), hartree: -0.514 / -0.544
Net charge: +1
Spin multiplicity: 2
⟨S²⟩: 0.768
Orbital gap (spin up / spin down), eV: 9.97 / 7.69

Atoms and positions in Å:
N: -1.68111 0.49605 0.61564
C: -0.97660 -0.10802 -0.33189
C: 0.25710 -0.72088 -0.08317
C: 0.56224 -0.96014 1.31587
C: 1.69202 -0.70926 1.99579
C: -1.63607 -0.04578 -1.70295
H: -2.36428 1.22995 0.46223
H: -1.27716 0.50861 1.54900
H: 0.85275 -1.05342 -0.92002
H: -0.21926 -1.53825 1.82213
H: 2.08315 -1.19208 2.87599
H: 2.40914 0.00342 1.58874
H: -1.37307 -0.84693 -2.38981
H: -2.69503 -0.18694 -1.45849
H: -1.57823 0.94666 -2.13927
H: 1.40294 1.85100 -0.99662
H: 2.23977 0.75852 -1.36084
O: 2.30170 1.56749 -0.84233

=====

*iii*
Computed, not measured: the ion C5H11NO with charge +1, with ωB97M-V/def2-TZVPD.

Summary:
Highest occupied orbital energy (spin up / spin down), hartree: -0.560 / -0.527
Net charge: +1
Spin multiplicity: 2
⟨S²⟩: 0.778
Orbital gap (spin up / spin down), eV: 11.77 / 6.25

Atoms and positions in Å:
C: 0.13957 -1.46146 0.39322
N: -0.76260 -0.28909 0.21419
C: -0.97275 0.92408 1.02629
C: -0.42917 2.14314 0.23778
C: 0.36336 1.23263 -0.69315
O: 1.55490 1.20191 -0.72271
C: 0.99106 -1.89454 -0.80985
H: 0.74357 -1.35781 1.28214
H: -0.52869 -2.31384 0.53324
H: -1.50162 -0.49477 -0.43396
H: -0.32621 0.74363 1.88136
H: -1.97811 1.11192 1.37006
H: -1.11315 2.80193 -0.27186
H: 0.23211 2.70751 0.89721
H: -0.13736 1.09470 -1.67083
H: 0.43860 -2.16048 -1.70857
H: 1.78267 -1.20134 -1.07517
H: 1.50381 -2.78814 -0.44937

=====

Going by the computed energies, the most stable comes first: *ii*, *iii*, *i*.

=====

*i*
Computed, not measured: a cluster of 3 separate species, C2H11N2O2 in total, with ωB97M-V/def2-TZVPD.

Summary:
Highest occupied orbital energy, hartree: -0.535
Net charge: +1
Orbital gap, eV: 11.83

Atoms and positions in Å:
C: -1.26897 1.54523 -0.04947
N: 1.22549 -0.97603 0.82717
C: 0.14053 -0.23165 0.77881
N: -0.01842 0.78345 -0.01626
H: -1.42534 1.95919 -1.03717
H: -2.07278 0.87480 0.23877
H: -1.23400 2.35266 0.67912
H: 2.09021 -0.65919 0.39317
H: 1.22813 -1.80859 1.39171
H: -0.67943 -0.53035 1.41875
H: 0.73525 0.95454 -0.67729
H: -2.39356 -2.97497 0.13895
H: -3.04344 -1.62352 0.08144
O: -2.16839 -2.03725 0.06255
H: 2.84795 0.32735 -2.05085
H: 3.36484 1.34706 -1.00841
O: 2.67191 0.69726 -1.17099

=====

*ii*
Computed, not measured: a cluster of 3 separate species, C2H11N2O2 in total, with ωB97M-V/def2-TZVPD.

Summary:
Highest occupied orbital energy, hartree: -0.476
Net charge: +1
Orbital gap, eV: 9.39

Atoms and positions in Å:
C: -0.17190 -0.17152 -0.10414
C: -0.54683 -1.07113 0.79951
N: -1.84914 -1.80825 0.68295
N: 0.88696 0.66194 0.19160
H: -0.68141 -0.08775 -1.06084
H: 0.06440 -1.33413 1.64879
H: -2.46673 -1.22793 1.26233
H: -1.85804 -2.75254 1.06967
H: -2.09754 -1.84383 -0.29296
H: 0.68986 1.40127 0.83055
H: 1.38155 1.01060 -0.61877
H: 0.46081 4.36907 0.90206
H: 0.83841 3.51919 2.11262
O: 0.68975 3.48029 1.16995
H: 1.48143 -1.64470 -3.23579
H: 0.09305 -1.83071 -2.71023
O: 0.93494 -1.49473 -2.43643

=====

*iii*
Computed, not measured: a cluster of 3 separate species, C2H11N2O2 in total, with ωB97M-V/def2-TZVPD.

Summary:
Highest occupied orbital energy, hartree: -0.462
Net charge: +1
Orbital gap, eV: 9.68

Atoms and positions in Å:
C: -0.25486 1.08366 -0.72825
C: 0.98395 1.37447 -1.19432
N: 1.16263 2.32301 -2.16630
N: -0.46216 -0.20897 -0.05512
H: -1.05105 1.79706 -0.82209
H: 1.87430 0.80582 -0.97674
H: 2.07952 2.62044 -2.46109
H: 0.56465 3.13914 -2.11048
H: -0.04707 -0.97482 -0.59685
H: -1.46188 -0.43873 0.08582
H: 0.00068 -0.24056 0.85610
H: 2.38722 -1.93705 1.93469
H: 1.43363 -2.07405 3.18389
O: 1.51582 -1.73707 2.28549
H: -3.47484 -1.58611 0.46490
H: -2.68856 -2.21075 1.56249
O: -2.56197 -1.73551 0.73787

=====

*iv*
Computed, not measured: a cluster of 3 separate species, C2H11N2O2 in total, with ωB97M-V/def2-TZVPD.

Summary:
Highest occupied orbital energy, hartree: -0.469
Net charge: +1
Orbital gap, eV: 9.53

Atoms and positions in Å:
C: 0.50808 -0.74629 -0.33888
C: 0.00383 -1.14110 0.83752
N: -0.31644 -0.07521 1.83814
N: 1.15864 0.45257 -0.56672
H: 0.77730 -1.53664 -1.03685
H: -0.11776 -2.12962 1.22556
H: 0.55481 0.19912 2.30931
H: -1.03528 -0.40832 2.48335
H: -0.60299 0.81953 1.39209
H: 0.99659 1.23497 0.02916
H: 1.56550 0.51939 -1.48142
H: -1.38432 2.62375 0.39585
H: -1.89386 3.01683 1.80745
O: -1.19094 2.52135 1.35554
H: -0.39399 -1.49447 -3.22450
H: 0.87008 -2.06752 -3.93125
O: 0.50075 -1.78835 -3.09434

=====

Going by the computed energies, the most stable comes first: *i*, *iii*, *iv*, *ii*.

=====

*i*
Computed, not measured: a cluster of 11 separate species, C11H44N22O11 in total, with ωB97M-V/def2-TZVPD.

Summary:
Highest occupied orbital energy, hartree: -0.327
SMILES string: NC(N)=O.NC(N)=O.NC(N)=O.NC(N)=O.NC(N)=O.NC(N)=O.NC(N)=O.NC(N)=O.NC(N)=O.NC(N)=O.NC(N)=O
Orbital gap, eV: 8.71

Atoms and positions in Å:
N: 2.11232 1.03127 1.09128
C: 2.81105 0.13705 0.56961
N: 4.08234 0.45567 0.55186
O: 2.36684 -0.85329 0.02907
H: 1.11435 0.93845 0.96659
H: 2.44182 1.89981 1.48773
H: 4.70242 -0.14990 0.03331
H: 4.38213 1.27611 1.05893
N: 1.02925 4.36055 0.26130
C: 1.05473 5.64509 0.08058
N: 2.19966 6.07450 0.31467
O: 0.09448 6.29757 -0.16939
H: 1.95983 3.97559 0.33827
H: 0.30710 4.10736 -0.39786
H: 3.00159 5.52948 0.59743
H: 2.26249 7.06375 0.50841
N: 3.64258 2.05328 -2.59498
C: 2.81605 3.06362 -2.54626
N: 1.69466 2.57257 -2.91193
O: 2.97712 4.29831 -2.24577
H: 4.61531 2.17559 -2.35217
H: 3.23875 1.12754 -2.59067
H: 0.87205 3.14991 -3.01233
H: 1.71109 1.62263 -3.25463
N: -0.99471 -4.36062 3.62062
C: -2.15469 -3.79605 3.45562
N: -2.94770 -4.31884 4.27839
O: -2.44522 -2.73988 2.89613
H: -1.12708 -5.36118 3.65851
H: -0.08947 -4.00670 3.34605
H: -3.92243 -4.17797 4.05447
H: -2.50384 -5.02101 4.85288
N: 1.51571 -4.01385 -0.42796
C: 2.64329 -4.52451 -0.28128
N: 2.69256 -5.38541 0.75935
O: 3.64503 -4.15125 -0.85077
H: 1.52106 -3.36679 -1.20345
H: 0.76303 -4.64668 -0.19752
H: 3.33124 -5.16839 1.51106
H: 1.80225 -5.65804 1.15066
N: -4.54003 2.01670 0.76764
C: -4.25598 2.45297 1.98491
N: -3.06401 2.02230 2.37598
O: -5.06615 3.04157 2.66593
H: -5.50935 1.76895 0.62937
H: -3.83996 1.62315 0.15517
H: -2.83213 2.02755 3.35899
H: -2.47258 1.50743 1.73943
N: 2.27179 -1.96494 -4.56838
C: 2.22297 -1.30147 -3.42315
N: 2.73171 -1.98408 -2.42230
O: 1.88258 -0.16503 -3.21778
H: 2.76962 -2.84300 -4.60374
H: 2.06701 -1.42649 -5.39797
H: 2.64894 -1.61221 -1.48690
H: 3.41338 -2.72349 -2.51544
N: -0.72395 -1.20455 -0.31389
C: -0.95240 0.05924 -0.65130
N: -0.09921 0.64362 -1.51763
O: -1.79076 0.71777 -0.03337
H: -1.28209 -1.70183 0.36530
H: -0.09137 -1.83165 -0.79002
H: -0.38733 1.58285 -1.75198
H: 0.72921 0.29301 -1.97688
N: 1.22473 -2.61083 2.31999
C: 2.07163 -3.13050 3.18753
N: 1.57728 -3.04879 4.39829
O: 3.04779 -3.70415 2.91992
H: 1.52070 -2.44743 1.36825
H: 0.51819 -2.03743 2.75829
H: 0.77840 -2.47248 4.62135
H: 2.01339 -3.58479 5.13491
N: -4.11233 -0.85873 -0.77043
C: -4.94342 -1.31097 -1.65378
N: -5.82495 -2.09735 -1.14555
O: -4.78796 -1.04878 -2.83025
H: -3.96612 -1.31425 0.11907
H: -3.42331 -0.19046 -1.08473
H: -6.07958 -1.73260 -0.23880
H: -6.58390 -2.27389 -1.78814
N: -2.24488 5.48779 -2.08443
C: -1.67856 4.29612 -1.98984
N: -2.07409 3.57631 -0.97217
O: -0.73125 3.93129 -2.65526
H: -1.66156 6.21039 -2.48155
H: -3.17612 5.63110 -1.72065
H: -1.72380 2.63560 -0.86051
H: -2.78923 3.94111 -0.35931

=====

*ii*
Computed, not measured: a cluster of 11 separate species, C11H44N22O11 in total, with ωB97M-V/def2-TZVPD.

Summary:
Highest occupied orbital energy, hartree: -0.326
SMILES string: NC(N)=O.NC(N)=O.NC(N)=O.NC(N)=O.NC(N)=O.NC(N)=O.NC(N)=O.NC(N)=O.NC(N)=O.NC(N)=O.NC(N)=O
Orbital gap, eV: 8.76

Atoms and positions in Å:
N: 25.70150 -4.10132 -3.34552
C: 25.44048 -4.86957 -4.41785
N: 26.01327 -4.52591 -5.57854
O: 24.70833 -5.85848 -4.24990
H: 25.08330 -4.17672 -2.55001
H: 26.22544 -3.24237 -3.43686
H: 26.71225 -3.80830 -5.61388
H: 25.88740 -5.18970 -6.32738
N: 21.64672 -4.60409 -3.49260
C: 22.16723 -3.65751 -2.67992
N: 21.69953 -2.40497 -2.91183
O: 22.94876 -3.94568 -1.77517
H: 20.69221 -4.56327 -3.80258
H: 22.18027 -5.45850 -3.52963
H: 22.34353 -1.72596 -2.51992
H: 21.24970 -2.28355 -3.80116
N: 27.23645 -3.91552 -0.45094
C: 26.63550 -2.74708 -0.14906
N: 25.35889 -2.97628 0.23398
O: 27.00679 -1.64967 -0.56473
H: 28.15052 -3.88884 -0.87067
H: 26.86504 -4.83176 -0.27141
H: 24.57430 -2.37195 0.04093
H: 25.10050 -3.93804 0.41988
N: 23.49516 1.33184 -1.38333
C: 23.85914 0.06171 -1.08117
N: 24.33326 -0.71184 -2.08865
O: 23.57213 -0.43850 0.00080
H: 23.43416 1.97045 -0.61123
H: 23.59073 1.58294 -2.35182
H: 24.59760 -0.35168 -2.99183
H: 24.82565 -1.55423 -1.83603
N: 25.24454 -7.42654 -7.64185
C: 26.56522 -7.55961 -7.43041
N: 27.26945 -6.64774 -8.17489
O: 27.12696 -8.32386 -6.65117
H: 24.54105 -7.85743 -7.06933
H: 24.98258 -6.61958 -8.18751
H: 28.25419 -6.54650 -8.32403
H: 26.71206 -5.96153 -8.65412
N: 22.64921 -4.78903 -6.75489
C: 21.89135 -5.59743 -7.53990
N: 20.71864 -6.04873 -7.04197
O: 22.16744 -5.84346 -8.72701
H: 23.49134 -4.48616 -7.21668
H: 22.34590 -4.62462 -5.81116
H: 20.38113 -5.48128 -6.28155
H: 20.13057 -6.72446 -7.49033
N: 28.32811 -2.14692 -4.53638
C: 27.80130 -1.26486 -5.43737
N: 27.61864 -1.86403 -6.62581
O: 27.34770 -0.14691 -5.16829
H: 28.58889 -1.77557 -3.63644
H: 28.79495 -2.96245 -4.90269
H: 27.34662 -1.27323 -7.39052
H: 27.87562 -2.84011 -6.61219
N: 24.38662 -7.77286 0.42266
C: 24.08002 -6.51354 0.02195
N: 23.71634 -6.48088 -1.29556
O: 24.29465 -5.49625 0.68343
H: 24.56270 -7.98632 1.38884
H: 24.51365 -8.48792 -0.26911
H: 23.47789 -5.47599 -1.38490
H: 23.40185 -7.38636 -1.58480
N: 27.81076 -7.03959 -3.24028
C: 27.47307 -8.32352 -3.29180
N: 26.17421 -8.53169 -3.64782
O: 28.28213 -9.22816 -3.09745
H: 28.71270 -6.65654 -3.02496
H: 27.15097 -6.31699 -3.47903
H: 25.63891 -7.79213 -4.07691
H: 25.79876 -9.43151 -3.41298
N: 25.88517 -2.42721 -9.52592
C: 25.10261 -3.49811 -9.34684
N: 23.78833 -3.20630 -9.58533
O: 25.38836 -4.54819 -8.77962
H: 26.76254 -2.48897 -9.03408
H: 25.41798 -1.58181 -9.78894
H: 23.38750 -2.46965 -10.13681
H: 23.12577 -3.71676 -9.02301
N: 31.32765 -4.71375 -6.56012
C: 30.00617 -5.10335 -6.58021
N: 30.00705 -6.47993 -6.48742
O: 29.07471 -4.33359 -6.75402
H: 31.58162 -3.74196 -6.52176
H: 31.94779 -5.49358 -6.61680
H: 30.80547 -6.95446 -6.12211
H: 29.08697 -6.84876 -6.68958

=====

Going by the computed energies, the most stable comes first: *ii*, *i*.